16
Properties=species:S:1:pos:R:3:mulliken_charge:R:1 method="wB97M-V/def2-TZVPD" orbital_gap_ev=7.2 charge=+2 energy_ha=-461.423764 e_lumo_ev=-8.480 spin_multiplicity=1
Ag -4.452 0.386 2.583 0.91
O 3.091 -0.173 -0.572 -0.59
O -2.299 0.422 1.287 -0.51
C -0.467 -0.213 -0.936 -1.13
C 0.803 -0.883 -0.392 -0.23
C 2.054 -0.524 -1.109 0.15
C -1.378 1.306 1.192 -0.08
Li 4.004 -0.148 1.035 0.95
H 0.699 -1.974 -0.539 0.32
H 0.957 -0.742 0.687 0.22
H -1.222 0.503 -1.289 0.41
H 2.025 -0.578 -2.216 0.38
H -0.255 -0.250 -2.024 0.23
H -1.659 2.228 0.657 0.38
H -1.460 -0.510 -0.116 0.31
H -0.441 1.149 1.752 0.30

***

9
Properties=species:S:1:pos:R:3:mulliken_charge:R:1 method="wB97M-V/def2-TZVPD" orbital_gap_ev=9.2 charge=+1 energy_ha=-245.198578 e_lumo_ev=-4.002 spin_multiplicity=1
Cs 0.619 -2.706 -2.337 1.00
O -1.695 -0.145 0.521 -0.64
N 0.219 0.686 1.269 -0.41
N 0.045 -0.004 -0.747 -0.51
C -0.509 0.092 0.414 0.67
H 0.961 0.400 -0.882 0.14
H -0.292 1.033 2.067 0.23
H 1.226 0.755 1.231 0.19
H -0.575 -0.110 -1.537 0.33

***

26
Properties=species:S:1:pos:R:3:mulliken_charge:R:1 method="wB97M-V/def2-TZVPD" orbital_gap_ev=8.4 charge=+1 energy_ha=-406.889249 e_lumo_ev=-4.393 spin_multiplicity=1
N -0.639 -1.393 0.813 0.20
C -0.324 0.733 1.919 -1.50
C -2.071 -1.232 1.052 0.04
C 0.245 -0.410 1.050 1.36
C 0.638 2.447 -2.069 0.10
C 1.864 3.203 -1.989 -1.15
C -0.362 1.761 -2.186 -0.15
C -0.219 -2.439 -0.112 -1.06
C 1.637 -0.435 0.634 -1.55
C -2.970 -1.793 0.321 -0.98
H -1.319 1.234 -2.484 0.35
H -2.660 -2.281 -0.539 0.27
H 0.895 -2.510 -0.391 0.31
H 1.862 4.049 -2.868 0.28
H -1.338 0.906 1.610 0.55
H 1.842 3.859 -1.062 0.30
H -3.937 -1.724 0.724 0.28
H 2.278 -1.052 1.304 0.35
H -0.624 -3.435 0.312 0.38
H -0.391 0.334 2.991 0.38
H -0.823 -2.331 -1.008 0.40
H 2.060 0.571 0.723 0.34
H 1.663 -0.804 -0.384 0.49
H 0.418 1.625 1.827 0.33
H -2.173 -0.857 2.119 0.39
H 2.757 2.590 -2.091 0.30

***

92
Properties=species:S:1:pos:R:3:mulliken_charge:R:1 method="wB97M-V/def2-TZVPD" orbital_gap_ev="7.1 / 6.4" charge=+3 energy_ha=-3133.465218 e_lumo_ev="-9.561 / -10.265" spin_multiplicity=4
Tc -0.819 0.033 -0.175 -0.58
P -0.385 -0.754 2.042 1.69
P -3.051 0.938 -0.781 1.51
P 1.383 0.541 -0.970 1.61
Si 0.130 -2.315 -0.622 0.91
C -3.096 -1.394 2.209 -0.22
C -1.429 -0.430 -4.191 -0.73
C 1.296 1.225 2.953 -0.29
C -1.896 -0.277 -2.890 -0.91
C 1.672 2.233 3.823 -0.77
C 0.986 -1.921 2.017 0.57
C -0.065 3.704 -3.108 -0.83
C 1.037 -1.889 -2.177 1.06
C 2.158 -3.658 0.838 -0.68
C -3.347 2.647 -0.281 -1.36
C 0.420 3.015 -0.450 -0.21
C -4.688 0.158 -0.745 -1.38
C -1.815 -1.606 2.723 0.83
C 0.689 2.100 -1.490 0.36
C 4.877 2.251 0.219 -0.81
C 3.639 -0.236 0.420 0.05
C 5.534 1.189 0.823 -0.69
C -4.196 -2.010 2.789 -0.66
C 1.190 -2.656 0.846 0.29
C 1.963 -2.506 -4.325 -0.82
C 1.211 -2.828 -3.200 -1.04
C 2.400 -0.308 -3.434 -0.41
C -2.515 0.913 -2.490 0.76
C -0.301 4.619 -2.083 -0.68
C -1.640 -2.449 3.823 -0.60
C -1.619 0.600 -5.099 -0.93
C 3.593 2.085 -0.285 -0.89
C -2.685 1.953 -3.404 -0.87
C -1.230 -3.526 -0.817 -1.29
C 1.625 -0.623 -2.320 0.20
C 0.043 0.614 3.106 0.95
C -0.070 4.274 -0.754 -0.91
C 2.713 -3.156 3.132 -1.03
C 1.752 -2.155 3.157 -0.68
C -2.256 1.780 -4.711 -0.69
C 0.414 2.437 -2.820 -0.92
C -4.018 -2.835 3.891 -0.71
C 2.975 0.838 -0.188 0.83
C -2.743 -3.056 4.403 -0.69
C -0.450 2.047 4.968 -0.71
C 2.558 -1.253 -4.438 -0.89
C 0.801 2.639 4.832 -0.77
C -0.840 1.036 4.101 -1.01
C 4.916 -0.054 0.925 -0.76
C 2.914 -3.908 1.979 -0.94
H -2.416 3.198 -0.161 0.12
H 3.172 -1.205 0.487 0.30
H 2.348 -4.238 -0.062 0.49
H 5.434 -0.882 1.391 0.50
H -2.426 2.566 -5.438 0.53
H -1.850 -1.128 -2.204 0.87
H 5.363 3.215 0.134 0.49
H 3.156 -1.014 -5.310 0.50
H -0.251 4.992 0.036 0.55
H 1.102 3.420 5.520 0.45
H -3.150 2.888 -3.113 0.34
H 2.097 -3.239 -5.111 0.49
H -1.284 0.481 -6.124 0.46
H -0.652 -2.642 4.226 0.39
H -1.821 -3.385 -1.726 0.44
H 1.984 0.894 2.181 0.49
H -5.190 -1.849 2.388 0.45
H -3.973 3.140 -1.024 0.55
H -1.120 2.367 5.756 0.49
H -1.812 0.572 4.212 0.49
H 3.305 -3.352 4.018 0.49
H -4.642 -0.850 -1.155 0.41
H 0.772 -3.819 -3.120 0.47
H -5.088 0.123 0.268 0.47
H -3.237 -0.744 1.359 0.16
H 1.610 -1.565 4.055 0.62
H 6.537 1.326 1.210 0.47
H 2.894 0.654 -3.514 0.60
H -1.891 -3.516 0.054 0.39
H -4.875 -3.307 4.355 0.43
H 3.095 2.922 -0.757 0.43
H 0.640 2.754 0.583 0.27
H 0.577 1.722 -3.619 0.64
H -2.606 -3.706 5.258 0.47
H -0.667 5.610 -2.323 0.46
H 3.665 -4.687 1.965 0.49
H -3.882 2.638 0.669 0.43
H 2.647 2.695 3.728 0.52
H -0.764 -4.522 -0.862 0.47
H -0.248 3.986 -4.139 0.52
H -0.949 -1.353 -4.496 0.63
H -5.339 0.770 -1.370 0.48

***

15
Properties=species:S:1:pos:R:3:mulliken_charge:R:1 method="wB97M-V/def2-TZVPD" orbital_gap_ev=11.7 energy_ha=-382.964819 e_lumo_ev=0.777 spin_multiplicity=1
O -0.738 -0.619 0.183 -0.37
O -2.889 -0.767 0.412 -0.45
O -2.052 0.953 -0.753 -0.55
C -1.889 -0.047 -0.112 0.66
C 0.458 0.029 -0.294 0.60
C 0.864 1.133 0.675 -1.33
C 1.521 -1.052 -0.418 -1.38
H 2.440 -0.621 -0.805 0.41
H 1.185 -1.836 -1.091 0.34
H 0.083 1.888 0.728 0.34
H 1.714 -1.491 0.557 0.34
H -3.737 -0.356 0.192 0.36
H 0.234 0.467 -1.275 0.34
H 1.782 1.603 0.334 0.37
H 1.023 0.717 1.667 0.33

***

29
Properties=species:S:1:pos:R:3:mulliken_charge:R:1 method="wB97M-V/def2-TZVPD" orbital_gap_ev=9.0 charge=-1 energy_ha=-763.755531 e_lumo_ev=3.125 spin_multiplicity=1
O -1.441 -3.573 1.152 -0.61
O -2.516 0.797 1.329 -0.45
O -0.081 1.241 2.087 -0.68
O 3.208 1.407 1.507 -0.54
O -2.794 -0.999 -0.915 -0.72
O 1.833 1.177 -2.919 -0.77
O -1.086 2.312 -0.407 -0.62
O 0.268 -1.458 0.777 -0.64
O 1.557 -2.055 -1.967 -0.63
O 1.047 0.504 -0.689 -0.91
H -0.530 1.577 -0.274 0.39
H 1.235 1.056 -1.917 0.32
H -0.096 -0.859 1.471 0.48
H -2.619 -0.058 -1.279 0.36
H -3.176 0.519 2.031 0.24
H -2.025 -1.414 -0.775 0.34
H -0.879 1.773 1.941 0.33
H 1.027 -1.184 -1.858 0.30
H -1.308 -2.598 1.423 0.33
H -0.895 -3.636 0.534 0.25
H 1.815 -2.082 -2.804 0.27
H 1.945 2.116 -3.111 0.21
H 0.220 0.828 1.279 0.19
H 1.778 0.147 -0.222 0.25
H -0.632 3.078 -0.772 0.28
H -2.694 0.364 0.598 0.26
H 3.622 1.171 2.261 0.26
H 2.603 0.671 1.429 0.32
H 0.613 -0.822 0.088 0.19

***

63
Properties=species:S:1:pos:R:3:mulliken_charge:R:1 method="wB97M-V/def2-TZVPD" orbital_gap_ev="6.1 / 5.9" charge=+1 energy_ha=-1201.975474 e_lumo_ev="-3.202 / -4.661" spin_multiplicity=5
Pt -0.447 0.116 -0.354 1.17
N -4.837 0.353 0.368 -0.11
N -2.738 0.169 -0.214 0.11
C 3.827 0.399 -2.252 -1.91
C 1.519 -3.155 2.719 -0.66
C 2.061 -2.089 -2.904 -1.42
C 1.979 2.881 -1.946 -2.30
C 0.147 -0.428 -2.393 0.56
C 1.517 1.485 -2.024 -0.25
C 1.562 -0.761 -2.476 -0.27
C 0.335 -1.262 0.916 -1.30
C 2.110 -2.881 1.439 -0.90
C -0.017 -1.113 2.319 1.81
C 0.419 -2.402 3.083 -1.08
C -0.417 1.826 0.904 -1.26
C -0.602 1.305 2.227 -1.90
C 2.340 0.375 -2.219 1.58
C -0.893 -1.226 -3.090 -1.30
C -0.879 1.981 -2.843 -1.65
C 1.430 -2.027 0.545 0.64
C 1.775 0.642 2.453 -1.69
C -3.430 -0.229 2.261 -0.69
C -4.801 0.613 -0.976 -0.81
C 0.322 0.269 2.857 2.72
C 0.164 0.214 4.393 -1.99
C 0.102 1.078 -2.153 1.63
C -3.497 0.494 -1.337 -0.50
C -3.590 0.096 0.826 0.21
H -5.666 0.850 -1.582 0.40
H 0.482 1.106 4.935 0.43
H 2.334 3.264 -2.919 0.38
H -1.325 1.842 2.851 0.98
H 3.089 -2.244 -2.570 0.37
H 1.423 -2.910 -2.557 0.38
H -3.300 -1.308 2.392 0.21
H 0.528 2.328 0.622 0.43
H 4.201 1.292 -1.759 0.43
H 1.180 3.539 -1.589 0.40
H -1.891 -0.799 -2.957 0.31
H 2.438 0.033 3.062 0.44
H -0.163 -2.709 3.983 0.43
H 4.251 -0.473 -1.753 0.41
H -1.618 1.402 -3.422 0.49
H 3.064 -3.345 1.138 0.44
H -2.616 0.336 2.705 -0.06
H -1.419 2.608 -2.116 0.24
H 2.813 2.953 -1.233 0.55
H 0.791 -0.615 4.741 0.49
H 1.973 0.434 1.388 0.22
H -5.672 0.357 0.964 0.25
H -1.262 2.412 0.511 0.63
H 2.055 1.698 2.594 0.35
H 4.203 0.408 -3.277 0.32
H 2.074 -2.135 -3.995 0.37
H -4.365 0.038 2.766 0.56
H -1.139 -1.109 2.092 -0.59
H -0.319 2.639 -3.532 0.43
H 2.013 -3.899 3.335 0.43
H 1.883 -1.869 -0.443 0.12
H -3.068 0.630 -2.329 0.32
H -0.890 0.032 4.675 0.33
H -0.643 -1.260 -4.162 0.35
H -0.900 -2.249 -2.686 0.38

***

35
Properties=species:S:1:pos:R:3:mulliken_charge:R:1 method="wB97M-V/def2-TZVPD" orbital_gap_ev="2.8 / 4.3" energy_ha=-2594.475248 e_lumo_ev="-2.332 / -2.464" spin_multiplicity=7
Mn -2.454 0.271 -1.140 0.54
P -2.598 -2.154 -2.078 0.95
O -3.056 -2.577 -3.503 -0.81
O 0.794 0.617 0.833 -0.40
O -1.163 -0.281 0.460 -0.80
O 1.949 2.460 2.648 -0.65
O 3.165 1.847 0.045 -0.58
O -1.551 -1.072 -2.298 -0.85
O -0.493 3.654 -1.561 -0.30
O -3.651 -1.357 -1.190 -0.74
O -0.835 1.446 -0.412 -1.15
O 2.367 -1.103 1.767 -0.23
O -1.221 0.219 3.129 -0.64
O 0.948 -0.769 -2.116 -0.19
O -1.070 -2.853 0.753 -0.27
O -1.953 -3.362 -1.406 -0.86
C -0.354 0.626 0.320 0.28
H 1.975 1.996 1.811 0.35
H 2.014 -1.979 1.594 0.15
H 1.026 2.678 2.773 0.26
H 0.000 -0.908 -2.052 0.38
H -1.129 -1.896 0.704 0.36
H -1.245 1.175 3.171 0.28
H -1.081 3.692 -2.319 0.43
H -0.153 -3.131 0.818 0.33
H -0.636 2.834 -1.084 0.57
H -1.368 -3.280 -0.053 0.48
H 2.358 1.390 0.284 0.47
H -1.335 0.016 2.201 0.34
H 1.482 -1.388 -1.614 0.23
H -0.705 4.353 -0.938 0.46
H 3.834 1.467 0.615 0.34
H 1.757 -0.454 1.408 0.41
H 1.121 -1.122 -2.992 0.43
H 3.262 -1.053 1.424 0.40

***

122
Properties=species:S:1:pos:R:3:mulliken_charge:R:1 method="wB97M-V/def2-TZVPD" orbital_gap_ev=5.8 charge=-1 energy_ha=-3262.571721 e_lumo_ev=1.293 spin_multiplicity=1
In -2.161 2.253 -0.494 0.94
O -4.068 -3.995 0.615 -0.63
O 5.658 1.106 -1.731 -0.67
O -2.944 4.260 -0.541 -1.02
O 1.793 4.330 -3.433 -0.68
O -1.686 -0.495 5.887 -0.68
O 0.397 4.490 1.566 -0.59
O -0.334 8.587 -1.496 -0.71
O 6.004 -2.278 -1.755 -0.62
O 11.149 1.363 -3.524 -0.67
O -6.596 -6.233 4.025 -0.61
O -8.018 4.432 -0.201 -0.72
O 0.730 -2.254 -1.401 -0.47
O 0.210 -5.894 2.797 -0.69
N -2.217 -4.958 1.448 -0.18
N 1.973 -7.248 2.358 -0.40
N 4.467 2.242 -3.291 -0.28
N -8.206 -7.372 5.138 -0.44
N 1.749 6.549 -2.967 -0.37
N -7.213 -8.269 3.251 -0.36
N -6.013 5.054 -1.093 -0.29
N -0.997 5.504 3.027 -0.39
N 2.806 -2.689 -2.220 -0.23
N 8.936 1.673 -3.112 -0.31
N -1.257 -2.584 5.114 -0.32
N -0.033 2.384 -0.740 -0.74
N 1.760 -5.198 1.305 -0.24
N 0.261 3.669 3.671 -0.42
N -4.300 -5.483 2.324 -0.31
N 0.937 -3.733 -3.100 -0.40
N -3.119 -1.436 4.397 -0.31
N -1.540 6.699 -1.118 0.16
N 5.113 0.060 -3.670 -0.31
N 1.188 5.024 -1.342 -0.20
N 9.888 -0.398 -2.845 -0.31
N 7.216 -1.210 -0.181 -0.34
N 6.772 -3.472 0.013 -0.45
N -2.599 8.695 -1.559 -0.37
N -6.084 3.504 0.570 -0.24
C 1.772 0.929 -1.681 -1.15
C -3.570 -4.776 1.408 0.62
C 1.449 -2.859 -2.171 0.57
C -3.015 1.061 -2.151 -1.44
C -1.419 8.011 -1.396 0.66
C -7.293 -7.227 4.132 0.63
C 1.589 5.228 -2.623 0.42
C -6.798 4.338 -0.232 0.51
C 1.250 -6.100 2.190 0.66
C 6.628 -2.317 -0.706 0.69
C -2.051 -1.278 0.331 0.17
C -3.283 -0.980 -0.520 -0.48
C -2.973 -0.472 -1.941 -0.41
C -0.074 4.553 2.687 0.67
C 5.108 1.139 -2.830 0.67
C -2.005 -1.437 5.178 0.65
C 10.064 0.915 -3.193 0.48
C 0.500 1.007 -0.831 0.60
H 0.295 2.768 0.145 0.24
H 1.616 -7.925 3.005 0.23
H 1.861 -0.075 -2.108 0.27
H -0.244 0.366 -1.318 -0.61
H -3.678 -0.604 4.387 0.17
H -8.793 -8.177 5.243 0.15
H -2.399 -1.684 1.288 0.05
H -1.482 -3.357 4.516 0.16
H 2.608 -5.346 0.792 0.13
H 2.017 6.741 -3.912 0.23
H -3.887 -6.098 2.999 0.12
H -2.541 9.672 -1.770 0.21
H -3.710 -0.934 -2.611 0.45
H 9.011 2.647 -3.337 0.17
H 4.704 0.074 -4.584 0.15
H -5.083 3.474 0.507 0.19
H -0.689 6.171 -1.013 -0.20
H 7.728 -1.213 0.680 0.16
H -1.423 5.564 3.932 0.16
H -1.999 -0.848 -2.270 0.11
H 2.655 1.110 -1.060 0.20
H -3.381 -2.203 3.805 0.13
H -1.400 -2.016 -0.133 -0.27
H 2.828 -7.439 1.871 0.15
H -5.292 -5.334 2.364 0.14
H -0.152 3.672 4.584 0.14
H -5.014 4.909 -1.159 0.27
H -2.622 1.682 1.143 -0.45
H -6.573 2.897 1.198 0.16
H -0.421 -2.615 5.664 0.17
H -8.288 -6.616 5.792 0.22
H -0.061 -3.838 -3.121 0.23
H 6.334 -4.296 -0.352 0.22
H -7.780 -9.092 3.312 0.17
H -3.823 -1.921 -0.615 0.45
H -3.943 -0.271 -0.014 0.17
H 7.264 -3.522 0.884 0.15
H -3.498 8.257 -1.492 0.16
H 7.065 -0.336 -0.664 0.20
H 8.040 1.306 -2.838 0.25
H -3.074 4.498 0.384 0.24
H 1.478 7.309 -2.366 0.13
H 10.700 -0.985 -2.850 0.18
H -2.429 1.302 -3.041 0.39
H -4.054 1.360 -2.304 0.43
H 1.254 -4.340 1.171 0.12
H 1.133 5.781 -0.684 0.39
H 1.735 1.688 -2.459 0.30
H 3.987 2.274 -4.170 0.11
H -1.496 -0.370 0.564 -0.06
H -6.560 -8.178 2.494 0.22
H 0.915 4.092 -1.007 0.27
H -6.476 5.670 -1.733 0.17
H 1.497 -4.215 -3.776 0.15
H -1.714 -5.573 2.065 0.20
H 0.896 2.933 3.425 0.21
H 0.668 0.569 0.161 0.26
H 4.397 3.033 -2.677 0.12
H -1.274 6.146 2.307 0.22
H -1.688 -4.393 0.808 0.11
H 5.540 -0.786 -3.331 0.22
H 3.222 -2.026 -1.590 0.15
H 9.004 -0.784 -2.569 0.19
H 3.398 -3.159 -2.878 0.09
H -2.412 6.191 -1.024 0.16